No. 1
66
Properties=species:S:1:pos:R:3:lowdin_charge:R:1 method="wB97M-V/def2-TZVPD" e_above_lowest_ev=0.000 molar_mass_g_mol=1017.2 spin_multiplicity=1 total_charge=+2 orbital_gap_ev="6.30 / 6.30"
W -0.563 0.186 -1.668 1.4950
C 4.362 1.078 -2.029 -0.1397
C 3.063 0.915 -2.827 -0.3309
Ge 1.850 -0.425 -2.103 0.9318
C 2.246 -2.326 -2.406 -0.3638
C 3.731 -2.647 -2.202 -0.1427
C 1.541 0.017 -0.151 -0.2433
C 0.854 0.064 1.019 -0.3387
Ge -1.081 -0.176 0.915 0.9802
C -2.022 1.320 1.736 -0.3240
C -2.308 1.167 3.235 -0.1230
C -1.886 -1.959 1.068 -0.3505
C -1.826 -2.533 2.487 -0.1441
C 1.437 0.598 2.260 -0.2602
C 1.097 -0.010 3.472 -0.0496
C 1.664 0.427 4.657 -0.0477
C 2.543 1.502 4.648 -0.0436
C 2.861 2.131 3.452 -0.0473
C 2.317 1.680 2.260 -0.0299
H 5.010 1.807 -2.514 0.0886
H 4.922 0.145 -1.956 0.0676
H 4.182 1.449 -1.019 0.0605
H 3.287 0.604 -3.850 0.0796
H 2.522 1.860 -2.888 0.0654
H 1.945 -2.571 -3.431 0.0781
H 1.647 -2.935 -1.720 0.0681
H 4.357 -2.101 -2.907 0.0750
H 3.906 -3.710 -2.360 0.0860
H 4.058 -2.402 -1.191 0.0797
H 2.536 0.473 -0.047 0.0517
H -2.966 1.458 1.202 0.0621
H -1.418 2.216 1.581 0.0570
H -2.934 0.302 3.453 0.0669
H -2.843 2.046 3.594 0.0858
H -1.389 1.087 3.816 0.0625
H -1.383 -2.638 0.376 0.0442
H -2.917 -1.848 0.722 0.0698
H -0.797 -2.715 2.797 0.0692
H -2.354 -3.486 2.526 0.0850
H -2.287 -1.874 3.221 0.0620
H 0.410 -0.850 3.484 0.0987
H 1.418 -0.066 5.588 0.1188
H 2.975 1.855 5.574 0.1190
H 3.531 2.981 3.451 0.1171
H 2.553 2.193 1.335 0.1067
Br -3.011 5.504 0.600 0.8416
C -2.796 3.949 -0.419 -0.7305
C -3.937 3.183 -0.800 -0.7261
Br -5.645 3.733 -0.277 0.8503
C -3.799 2.005 -1.514 -0.6675
Br -5.214 0.865 -1.942 0.8815
C -2.517 1.629 -1.927 -0.3862
O -2.247 0.443 -2.533 -0.2037
C -1.388 2.398 -1.564 -0.3868
O -0.159 1.969 -2.051 -0.2438
C -1.522 3.537 -0.761 -0.6803
Br 0.039 4.421 -0.243 0.8892
C -1.858 -3.979 -2.592 -0.0411
C -2.138 -2.508 -2.616 -0.1598
O -0.861 -1.767 -2.249 -0.2906
H -2.777 -4.498 -2.868 0.1099
H -1.563 -4.322 -1.601 0.0902
H -1.100 -4.260 -3.326 0.0987
H -2.849 -2.175 -1.865 0.1118
H -2.412 -2.115 -3.591 0.1344
H -0.092 -2.298 -2.518 0.0552


No. 2
74
Properties=species:S:1:pos:R:3:lowdin_spin:R:1 method="wB97M-V/def2-TZVPD" molar_mass_g_mol=618.7 spin_multiplicity=4 total_charge=+2 orbital_gap_ev="6.25 / 6.51"
Cr 0.789 -0.705 -0.100 2.9766
C 4.641 -0.035 -1.907 0.0061
C 3.198 -0.118 -1.610 0.0439
N 2.709 -0.082 -0.334 -0.0406
N 3.630 0.206 0.639 -0.0095
C 3.135 -0.094 1.865 -0.0039
N 3.955 0.160 2.896 -0.0080
S 1.564 -0.787 2.157 -0.0014
C 2.198 -0.271 -2.609 0.0095
C 2.430 -0.222 -3.985 0.0065
C 1.340 -0.272 -4.854 0.0123
C 0.027 -0.383 -4.338 0.0073
C -0.142 -0.500 -2.970 0.0135
N 0.908 -0.487 -2.123 0.0022
H 5.180 0.012 -0.941 -0.0001
H 4.890 0.899 -2.458 0.0024
H 5.009 -0.893 -2.492 0.0021
H 4.846 0.593 2.726 -0.0005
H 3.693 -0.026 3.857 -0.0006
H 3.458 -0.120 -4.356 0.0001
H 1.521 -0.215 -5.924 0.0004
H -0.844 -0.405 -4.988 0.0002
H -1.131 -0.543 -2.508 0.0008
C 0.455 -3.881 1.968 0.0004
C 0.663 -4.010 0.440 0.0004
C 2.000 -3.480 -0.119 -0.0014
C -0.514 -3.505 -0.372 0.0008
C -1.823 -4.156 -0.071 -0.0006
O -2.842 -3.042 -0.010 0.0119
C -2.098 -1.863 -0.039 0.0207
N -0.792 -2.030 -0.107 -0.0076
C -2.951 -0.695 -0.099 -0.0017
C -4.326 -0.949 -0.308 0.0040
C -5.196 0.095 -0.566 -0.0025
C -4.718 1.397 -0.568 0.0042
C -3.375 1.662 -0.297 -0.0036
C -2.458 0.632 -0.041 -0.0030
P -0.742 1.049 0.335 -0.0282
C -0.643 2.739 -0.258 -0.0045
C -1.129 3.786 0.560 -0.0032
C -1.299 5.076 0.039 -0.0001
C -0.993 5.345 -1.302 -0.0016
C -0.480 4.309 -2.099 0.0003
C -0.317 3.009 -1.598 -0.0013
C -0.640 1.320 2.116 0.0034
C -1.517 0.758 3.051 -0.0026
C -1.288 0.971 4.424 0.0009
C -0.220 1.762 4.863 -0.0026
C 0.648 2.320 3.913 0.0016
C 0.428 2.137 2.559 -0.0026
H 1.429 -4.004 2.487 0.0003
H -0.219 -4.685 2.341 0.0000
H 0.023 -2.908 2.263 0.0000
H 0.655 -5.107 0.226 -0.0003
H 2.080 -2.373 -0.153 0.0001
H 2.169 -3.862 -1.148 -0.0002
H 2.842 -3.839 0.508 0.0000
H -0.305 -3.622 -1.473 -0.0002
H -1.842 -4.675 0.900 0.0000
H -2.115 -4.863 -0.867 0.0000
H -4.653 -1.981 -0.285 0.0003
H -6.250 -0.102 -0.789 -0.0002
H -5.365 2.245 -0.803 0.0001
H -3.066 2.706 -0.297 -0.0002
H -1.460 3.577 1.588 0.0000
H -1.676 5.866 0.695 -0.0001
H -1.140 6.339 -1.721 -0.0001
H -0.219 4.495 -3.146 0.0001
H 0.090 2.237 -2.250 -0.0001
H -2.372 0.146 2.732 -0.0001
H -1.982 0.513 5.138 0.0001
H -0.047 1.926 5.935 -0.0002
H 1.488 2.921 4.249 0.0001
H 1.099 2.579 1.812 0.0001


No. 3
37
Properties=species:S:1:pos:R:3:lowdin_charge:R:1 method="wB97M-V/def2-TZVPD" smiles="CP(O)Nc1ncn(CCC(=O)Nc2ccccc2)[nH+]1" molar_mass_g_mol=294.3 spin_multiplicity=1 total_charge=+1 orbital_gap_ev=8.95
C -1.946 -3.919 -2.506 -0.2415
P -0.200 -3.381 -2.440 0.8670
O -0.070 -2.870 -0.875 -0.3118
N -0.380 -1.875 -3.336 -0.0751
C 0.143 -0.687 -3.040 -0.4003
N -0.007 0.440 -3.720 0.1725
C 0.666 1.361 -3.057 -0.0507
N 1.241 0.857 -1.978 -0.0607
C 2.050 1.556 -0.972 -0.0618
C 1.387 1.501 0.408 -0.0642
C 0.994 2.884 0.875 -0.4482
O 1.502 3.847 0.390 0.1207
N 0.037 3.030 1.908 0.1224
C -0.337 1.799 2.573 -0.2869
C 0.481 1.302 3.585 -0.0244
C 0.139 0.100 4.200 -0.0649
C -1.013 -0.585 3.824 -0.0793
C -1.847 -0.075 2.830 -0.0700
C -1.501 1.122 2.210 -0.0441
N 0.927 -0.455 -1.958 0.1812
H -2.570 -3.091 -2.837 0.0415
H -2.056 -4.770 -3.164 0.0391
H -2.257 -4.136 -1.489 0.0462
H 0.652 -3.390 -0.504 0.0506
H -0.946 -1.903 -4.173 0.1245
H 0.720 2.389 -3.359 0.1578
H 2.105 2.575 -1.330 0.1252
H 3.041 1.117 -0.946 0.1375
H 2.073 1.056 1.124 0.1321
H 0.518 0.848 0.387 0.1129
H -0.804 3.409 1.483 0.1425
H 1.356 1.861 3.872 0.1211
H 0.778 -0.293 4.973 0.1068
H -1.257 -1.522 4.300 0.1039
H -2.747 -0.582 2.523 0.1041
H -2.141 1.530 1.439 0.1132
H 1.270 -1.050 -1.221 0.1611


No. 4
11
Properties=species:S:1:pos:R:3:lowdin_charge:R:1 method="wB97M-V/def2-TZVPD" e_above_lowest_ev=2.778 smiles=C#CCCC#N molar_mass_g_mol=79.1 spin_multiplicity=1 total_charge=0 orbital_gap_ev=11.27
C 0.926 2.087 0.218 0.1095
C 0.876 0.948 -0.120 -0.1891
C 0.794 -0.476 -0.512 -0.1820
C -0.469 -0.953 0.332 -0.1864
C -1.746 -0.399 -0.131 -0.2472
N -2.659 0.114 -0.574 0.1510
H 0.719 2.942 0.829 0.0384
H 0.754 -0.556 -1.652 0.1316
H 1.717 -1.128 -0.127 0.1525
H -0.159 -0.593 1.328 0.1211
H -0.754 -1.985 0.407 0.1007


No. 5
15
Properties=species:S:1:pos:R:3:lowdin_charge:R:1 method="wB97M-V/def2-TZVPD" e_above_lowest_ev=4.605 molar_mass_g_mol=98.1 spin_multiplicity=1 total_charge=+1 orbital_gap_ev=9.96
C -2.270 0.665 -0.748 0.0180
C -0.940 0.785 -1.075 -0.0188
C -1.204 -0.792 0.425 -0.0754
C 1.121 -0.657 -0.231 -0.0574
N -2.416 -0.351 0.239 0.1680
N -0.312 -0.149 -0.338 -0.0683
N 1.965 0.078 -0.892 0.0453
H -3.085 1.033 -1.336 0.1299
H -0.430 1.317 -1.831 0.1195
H -0.767 -1.432 1.253 0.1870
H 1.569 -2.582 -2.194 0.0336
H 2.254 -2.204 -2.303 0.0235
H -3.243 -0.787 0.477 0.1527
H 3.060 -0.102 -0.886 0.1816
H 1.676 0.761 -1.714 0.1608


Repeat the fourth record exactly.
11
Properties=species:S:1:pos:R:3:lowdin_charge:R:1 method="wB97M-V/def2-TZVPD" e_above_lowest_ev=2.778 smiles=C#CCCC#N molar_mass_g_mol=79.1 spin_multiplicity=1 total_charge=0 orbital_gap_ev=11.27
C 0.926 2.087 0.218 0.1095
C 0.876 0.948 -0.120 -0.1891
C 0.794 -0.476 -0.512 -0.1820
C -0.469 -0.953 0.332 -0.1864
C -1.746 -0.399 -0.131 -0.2472
N -2.659 0.114 -0.574 0.1510
H 0.719 2.942 0.829 0.0384
H 0.754 -0.556 -1.652 0.1316
H 1.717 -1.128 -0.127 0.1525
H -0.159 -0.593 1.328 0.1211
H -0.754 -1.985 0.407 0.1007